Record 1
Entry from the OMol25 dataset: an isolated ion of composition C5H12N3 and charge +1 (ωB97M-V/def2-TZVPD).

Calculated values
Multiplicity: 1
Charge: +1
Kohn-Sham gap (hartree): 0.3534
HOMO level (eV): -13.191
Max |F| (Eh/bohr): 0.090
Energy above the lowest of the compared OMol25 structures with the same formula, charge and spin (eV): 2.9629
Molecular weight (g mol⁻¹): 114.2

Each atom is followed by the atoms it is bonded to, with distances in Å.
Atoms and positions in Å:
1 C -0.849 -1.427 1.400  N7 1.442, N8 1.470, H9 1.122, H17 1.119
2 C 0.861 0.246 -1.575  C3 1.444, N6 1.157
3 C 2.043 0.025 -2.375  C2 1.444, H10 1.139, H11 1.012, H12 1.152
4 C -0.961 2.280 0.490  C5 1.620, H13 1.026, H14 1.108, H15 1.090
5 C -0.869 0.677 0.277  C4 1.620, N6 1.461, N8 1.424, H16 1.156
6 N 0.041 0.651 -0.866  C2 1.157, C5 1.461
7 N -0.248 -2.258 0.387  C1 1.442, H18 1.005, H19 1.006
8 N -0.251 -0.088 1.308  C1 1.470, C5 1.424, H20 1.042
9 H -0.671 -1.785 2.449  C1 1.122
10 H 2.270 -1.077 -2.550  C3 1.139
11 H 2.019 0.379 -3.322  C3 1.012
12 H 2.964 0.436 -1.818  C3 1.152
13 H -1.596 2.719 1.166  C4 1.026
14 H 0.038 2.686 0.742  C4 1.108
15 H -1.344 2.690 -0.445  C4 1.090
16 H -1.905 0.248 -0.002  C5 1.156
17 H -1.965 -1.492 1.464  C1 1.119
18 H 0.726 -2.070 0.549  N7 1.005
19 H -0.425 -3.232 0.565  N7 1.006
20 H 0.121 0.393 2.155  N8 1.042


Record 2
Entry from the OMol25 dataset: an isolated molecule of C17H28O3 (ωB97M-V/def2-TZVPD).

Calculated values
Multiplicity: 1
Charge: 0
Kohn-Sham gap (hartree): 0.3693
HOMO level (eV): -9.381
Max |F| (Eh/bohr): 0.011
Energy above the lowest of the compared OMol25 structures with the same formula, charge and spin (eV): 0.0260
Molecular weight (g mol⁻¹): 280.4

Each atom is followed by the atoms it is bonded to, with distances in Å.
Atoms and positions in Å:
1 C 6.009 0.516 -0.749  C2 1.524, H46 1.088, H47 1.087, H48 1.088
2 C 5.979 -0.934 -0.281  C1 1.524, C3 1.530, H44 1.091, H45 1.093
3 C 5.140 -1.146 0.980  C2 1.530, C4 1.530, H42 1.093, H43 1.093
4 C 3.658 -0.796 0.831  C3 1.530, C5 1.528, H40 1.093, H41 1.090
5 C 2.940 -1.659 -0.204  C4 1.528, C6 1.529, H38 1.093, H39 1.091
6 C 1.421 -1.479 -0.179  C5 1.529, C7 1.528, H36 1.092, H37 1.093
7 C 0.990 -0.073 -0.595  C6 1.528, H8 1.091, H9 1.093, C10 1.533
8 H 1.273 0.647 0.174  C7 1.091
9 H 1.522 0.196 -1.511  C7 1.093
10 C -0.512 0.049 -0.874  C7 1.533, C11 1.528, C20 1.540, H35 1.096
11 C -0.834 1.413 -1.483  C10 1.528, C12 1.515, H33 1.091, H34 1.094
12 C -0.559 2.546 -0.515  C11 1.515, O13 1.212, C14 1.464
13 O -0.152 3.627 -0.883  C12 1.212
14 C -0.851 2.251 0.889  C12 1.464, C15 1.336, H32 1.081
15 C -1.215 1.045 1.334  C14 1.336, C16 1.491, C20 1.502
16 C -1.543 0.781 2.765  C15 1.491, H17 1.090, H18 1.086, H19 1.090
17 H -0.915 -0.018 3.161  C16 1.090
18 H -1.409 1.672 3.371  C16 1.086
19 H -2.581 0.458 2.841  C16 1.090
20 C -1.353 -0.127 0.405  C10 1.540, C15 1.502, C21 1.526, H31 1.094
21 C -2.818 -0.318 0.023  C20 1.526, O22 1.202, O23 1.335
22 O -3.705 0.466 0.234  C21 1.202
23 O -2.981 -1.489 -0.597  C21 1.335, C24 1.430
24 C -4.302 -1.818 -1.035  O23 1.430, C25 1.521, H29 1.092, H30 1.095
25 C -5.128 -2.420 0.092  C24 1.521, H26 1.087, H27 1.087, H28 1.086
26 H -4.624 -3.290 0.506  C25 1.087
27 H -5.274 -1.685 0.879  C25 1.087
28 H -6.099 -2.721 -0.291  C25 1.086
29 H -4.159 -2.535 -1.846  C24 1.092
30 H -4.785 -0.913 -1.416  C24 1.095
31 H -1.049 -1.049 0.909  C20 1.094
32 H -0.745 3.084 1.570  C14 1.081
33 H -0.269 1.582 -2.401  C11 1.091
34 H -1.899 1.468 -1.731  C11 1.094
35 H -0.795 -0.738 -1.582  C10 1.096
36 H 1.059 -1.702 0.827  C6 1.092
37 H 0.971 -2.203 -0.863  C6 1.093
38 H 3.170 -2.710 -0.007  C5 1.093
39 H 3.307 -1.421 -1.203  C5 1.091
40 H 3.176 -0.939 1.802  C4 1.093
41 H 3.559 0.257 0.569  C4 1.090
42 H 5.560 -0.536 1.784  C3 1.093
43 H 5.226 -2.193 1.283  C3 1.093
44 H 5.603 -1.569 -1.085  C2 1.091
45 H 7.001 -1.256 -0.065  C2 1.093
46 H 6.700 0.629 -1.581  C1 1.088
47 H 5.027 0.843 -1.079  C1 1.087
48 H 6.336 1.169 0.058  C1 1.088


Record 3
Entry from the OMol25 dataset: a 2-piece molecular cluster, C4H12NO2 overall (ωB97M-V/def2-TZVPD).

Calculated values
Multiplicity: 1
Charge: +1
Kohn-Sham gap (alpha / beta) (hartree): 0.3565 / 0.2999
HOMO level (alpha / beta) (eV): -14.481 / -13.360
Max |F| (Eh/bohr): 0.104
Energy above the lowest of the compared OMol25 structures with the same formula, charge and spin (eV): 7.2780
Molecular weight (g mol⁻¹): 106.1

Each atom is followed by the atoms it is bonded to, with distances in Å.
Atoms and positions in Å:
1 C 0.763 -0.269 1.652  C4 1.573, H8 1.118, H9 1.169, H10 1.016
2 C 1.804 -0.501 -0.592  C4 1.544, H11 1.132, H12 1.026, H13 1.047
3 C -0.615 -1.005 -0.453  C4 1.500, H14 1.116, H15 1.097
4 C 0.476 -0.145 0.111  C1 1.573, C2 1.544, C3 1.500, N5 1.578
5 N 0.071 1.359 -0.142  C4 1.578, H16 1.061, H17 1.043, H18 1.117
6 O -2.954 0.409 -1.360  O7 1.361, H19 0.947
7 O -2.344 0.269 -0.150  O6 1.361
8 H 1.493 0.535 1.921  C1 1.118
9 H -0.269 -0.138 2.186  C1 1.169
10 H 1.136 -1.198 1.829  C1 1.016
11 H 2.620 -0.068 0.062  C2 1.132
12 H 1.888 -1.501 -0.802  C2 1.026
13 H 1.772 0.032 -1.493  C2 1.047
14 H -1.175 -1.401 0.428  C3 1.116
15 H -0.610 -1.433 -1.462  C3 1.097
16 H -0.965 1.164 -0.023  N5 1.061
17 H 0.233 1.812 -1.067  N5 1.043
18 H 0.472 2.090 0.601  N5 1.117
19 H -3.794 -0.012 -1.249  O6 0.947


Record 4
Entry from the OMol25 dataset: a 2-piece molecular cluster, CH3Cl2FSi overall (ωB97M-V/def2-TZVPD).

Calculated values
Multiplicity: 1
Charge: 0
Kohn-Sham gap (hartree): 0.2502
HOMO level (eV): -8.462
Max |F| (Eh/bohr): 0.056
Energy above the lowest of the compared OMol25 structures with the same formula, charge and spin (eV): 6.3416
Molecular weight (g mol⁻¹): 133.0

Each atom is followed by the atoms it is bonded to, with distances in Å.
Atoms and positions in Å:
1 C -0.822 0.152 -0.949  Si3 1.921, H6 1.101, H7 1.197, H8 1.144
2 F 1.906 1.898 2.259  no bonds
3 Si 0.316 -0.384 0.503  C1 1.921, Cl4 1.983, Cl5 1.974
4 Cl 2.185 -0.926 0.116  Si3 1.983
5 Cl -0.615 -1.063 2.107  Si3 1.974
6 H -1.904 0.253 -0.775  C1 1.101
7 H -0.355 0.907 -1.750  C1 1.197
8 H -0.711 -0.838 -1.511  C1 1.144


Record 5
Entry from the OMol25 dataset: a 6-piece molecular cluster, H12O6 overall (ωB97M-V/def2-TZVPD).

Calculated values
Multiplicity: 1
Charge: 0
Kohn-Sham gap (hartree): 0.4067
HOMO level (eV): -10.731
Max |F| (Eh/bohr): 0.023
Energy above the lowest of the compared OMol25 structures with the same formula, charge and spin (eV): 1.7074
Molecular weight (g mol⁻¹): 108.1

Each atom is followed by the atoms it is bonded to, with distances in Å.
Atoms and positions in Å:
1 O -5.864 3.509 3.674  H2 0.956, H3 0.960
2 H -5.402 3.199 2.897  O1 0.956
3 H -6.817 3.399 3.657  O1 0.960
4 O 2.916 -3.189 0.020  H5 0.965, H6 0.964
5 H 3.844 -2.962 -0.117  O4 0.965
6 H 2.498 -2.477 -0.478  O4 0.964
7 O -0.722 3.079 -3.756  H8 0.967, H9 0.967
8 H -0.136 3.805 -4.011  O7 0.967
9 H -0.723 3.244 -2.803  O7 0.967
10 O -1.728 -0.883 -2.805  H11 0.964, H12 0.980
11 H -2.261 -0.745 -2.014  O10 0.964
12 H -2.083 -0.213 -3.425  O10 0.980
13 O -1.927 0.734 -5.050  H14 0.973, H15 0.961
14 H -1.400 1.531 -4.860  O13 0.973
15 H -2.780 0.978 -5.419  O13 0.961
16 O 7.453 -3.642 8.109  H17 0.959, H18 0.964
17 H 7.514 -4.042 7.239  O16 0.959
18 H 7.289 -2.698 8.010  O16 0.964


Record 6
Entry from the OMol25 dataset: a 2-piece molecular cluster, CH6OS2 overall (ωB97M-V/def2-TZVPD).

Calculated values
Multiplicity: 1
Charge: 0
Kohn-Sham gap (hartree): 0.3389
HOMO level (eV): -8.976
Max |F| (Eh/bohr): 0.031
Energy above the lowest of the compared OMol25 structures with the same formula, charge and spin (eV): 0.8760
Molecular weight (g mol⁻¹): 98.2

Each atom is followed by the atoms it is bonded to, with distances in Å.
Atoms and positions in Å:
1 S 2.477 -1.169 -2.614  S2 2.106, H3 1.338
2 S 1.845 -2.522 -4.099  S1 2.106, H4 1.339
3 H 2.030 -1.936 -1.613  S1 1.338
4 H 1.195 -1.564 -4.769  S2 1.339
5 C -1.587 1.173 2.424  O6 1.430, H7 1.086, H8 1.094, H9 1.075
6 O -0.475 0.742 1.635  C5 1.430, H10 0.956
7 H -1.584 0.592 3.342  C5 1.086
8 H -1.467 2.212 2.743  C5 1.094
9 H -2.446 1.056 1.788  C5 1.075
10 H 0.012 1.416 1.163  O6 0.956


Record 7
Entry from the OMol25 dataset: a 4-piece molecular cluster, C33H56F8IN3O4 overall (ωB97M-V/def2-TZVPD).

Calculated values
Multiplicity: 4
Charge: -1
Kohn-Sham gap (alpha / beta) (hartree): 0.2214 / 0.1860
HOMO level (alpha / beta) (eV): -3.952 / -3.952
Max |F| (Eh/bohr): 0.186
Molecular weight (g mol⁻¹): 837.7

Each atom is followed by the atoms it is bonded to, with distances in Å.
Atoms and positions in Å:
1 O 2.513 4.594 -3.388  C2 1.333
2 C 2.365 3.335 -2.976  O1 1.333, F3 1.512, C4 1.629
3 F 3.430 2.831 -2.029  C2 1.512
4 C 1.197 2.274 -3.375  C2 1.629, C5 1.635, H17 1.194, H18 1.191
5 C -0.061 2.861 -4.239  C4 1.635, I6 2.235, C7 1.674
6 I 0.671 3.653 -6.196  C5 2.235
7 C -0.786 4.155 -3.462  C5 1.674, F8 1.511, F9 1.481, C10 1.641
8 F -0.261 5.372 -4.188  C7 1.511
9 F -0.521 4.184 -2.005  C7 1.481
10 C -2.416 4.194 -3.649  C7 1.641, F11 1.511, F12 1.512, C13 1.637
11 F -2.786 4.696 -5.025  C10 1.511
12 F -2.918 5.266 -2.710  C10 1.512
13 C -3.199 2.811 -3.256  C10 1.637, F14 1.495, F15 1.511, F16 1.512
14 F -2.990 2.356 -1.848  C13 1.495
15 F -3.003 1.696 -4.256  C13 1.511
16 F -4.675 3.126 -3.343  C13 1.512
17 H 1.711 1.439 -4.056  C4 1.194
18 H 0.882 1.695 -2.383  C4 1.191
19 C 3.674 -4.579 -2.867  C20 1.553, H30 1.098, H31 1.089, H32 1.095
20 C 2.947 -3.230 -3.119  C19 1.553, C21 1.551, N25 1.503, C29 1.566
21 C 1.448 -3.502 -3.407  C20 1.551, C22 1.525, H33 1.098, H34 1.099
22 C 1.213 -4.126 -4.778  C21 1.525, C23 1.525, H35 1.095, H36 1.096
23 C 1.843 -3.277 -5.877  C22 1.525, C24 1.553, H37 1.098, H38 1.099
24 C 3.335 -2.925 -5.632  C23 1.553, N25 1.502, C27 1.551, C28 1.568
25 N 3.618 -2.470 -4.229  C20 1.503, C24 1.502, O26 1.407
26 O 3.205 -1.128 -4.129  N25 1.407
27 C 4.234 -4.144 -5.965  C24 1.551, H39 1.097, H40 1.098, H41 1.088
28 C 3.752 -1.870 -6.715  C24 1.568, H42 1.096, H43 1.097, H44 1.096
29 C 3.065 -2.500 -1.738  C20 1.566, H45 1.097, H46 1.097, H47 1.095
30 H 3.375 -5.013 -1.903  C19 1.098
31 H 3.439 -5.349 -3.601  C19 1.089
32 H 4.761 -4.447 -2.837  C19 1.095
33 H 0.877 -2.566 -3.345  C21 1.098
34 H 1.028 -4.164 -2.637  C21 1.099
35 H 1.608 -5.146 -4.814  C22 1.095
36 H 0.135 -4.211 -4.960  C22 1.096
37 H 1.732 -3.800 -6.836  C23 1.098
38 H 1.256 -2.352 -5.967  C23 1.099
39 H 5.279 -3.950 -5.693  C27 1.097
40 H 4.220 -4.363 -7.041  C27 1.098
41 H 3.921 -5.068 -5.483  C27 1.088
42 H 3.114 -0.979 -6.702  C28 1.096
43 H 3.665 -2.289 -7.725  C28 1.097
44 H 4.792 -1.551 -6.580  C28 1.096
45 H 4.113 -2.289 -1.495  C29 1.097
46 H 2.659 -3.121 -0.930  C29 1.097
47 H 2.507 -1.558 -1.706  C29 1.095
48 C -1.291 -2.392 2.866  C49 1.553, H59 1.098, H60 1.089, H61 1.095
49 C -0.271 -3.521 2.551  C48 1.553, C50 1.551, N54 1.503, C58 1.566
50 C -0.565 -4.744 3.458  C49 1.551, C51 1.525, H62 1.098, H63 1.099
51 C -0.177 -4.510 4.913  C50 1.525, C52 1.525, H64 1.095, H65 1.096
52 C 1.281 -4.077 5.024  C51 1.525, C53 1.553, H66 1.098, H67 1.099
53 C 1.661 -2.883 4.107  C52 1.553, N54 1.502, C56 1.551, C57 1.568
54 N 1.137 -3.016 2.706  C49 1.503, C53 1.502, O55 1.407
55 O 1.981 -3.909 2.023  N54 1.407
56 C 1.150 -1.553 4.721  C53 1.551, H68 1.097, H69 1.098, H70 1.088
57 C 3.220 -2.724 4.166  C53 1.568, H71 1.096, H72 1.097, H73 1.096
58 C -0.610 -3.903 1.072  C49 1.566, H74 1.097, H75 1.097, H76 1.095
59 H -2.293 -2.655 2.502  C48 1.098
60 H -1.424 -2.203 3.930  C48 1.089
61 H -1.009 -1.453 2.378  C48 1.095
62 H -0.025 -5.625 3.088  C50 1.098
63 H -1.632 -5.003 3.410  C50 1.099
64 H -0.830 -3.762 5.374  C51 1.095
65 H -0.325 -5.435 5.483  C51 1.096
66 H 1.498 -3.831 6.072  C52 1.098
67 H 1.910 -4.944 4.779  C52 1.099
68 H 1.312 -0.714 4.034  C56 1.097
69 H 1.685 -1.314 5.649  C56 1.098
70 H 0.097 -1.571 4.998  C56 1.088
71 H 3.747 -3.642 3.883  C57 1.096
72 H 3.552 -2.487 5.185  C57 1.097
73 H 3.563 -1.914 3.513  C57 1.096
74 H -0.416 -3.062 0.395  C58 1.097
75 H -1.668 -4.171 0.967  C58 1.097
76 H -0.042 -4.770 0.715  C58 1.095
77 C -3.912 5.989 4.346  C78 1.553, H88 1.098, H89 1.089, H90 1.095
78 C -2.686 5.056 4.151  C77 1.553, C79 1.551, N83 1.503, C87 1.566
79 C -1.706 5.703 3.139  C78 1.551, C80 1.525, H91 1.098, H92 1.099
80 C -2.226 5.667 1.706  C79 1.525, C81 1.525, H93 1.095, H94 1.096
81 C -2.588 4.244 1.295  C80 1.525, C82 1.553, H95 1.098, H96 1.099
82 C -3.532 3.515 2.288  C81 1.553, N83 1.502, C85 1.551, C86 1.568
83 N -3.131 3.684 3.726  C78 1.503, C82 1.502, O84 1.407
84 O -2.064 2.801 3.972  N83 1.407
85 C -4.990 4.011 2.103  C82 1.551, H97 1.097, H98 1.098, H99 1.088
86 C -3.610 2.013 1.846  C82 1.568, H100 1.096, H101 1.097, H102 1.096
87 C -2.013 5.055 5.565  C78 1.566, H103 1.097, H104 1.097, H105 1.095
88 H -3.635 6.892 4.907  C77 1.098
89 H -4.334 6.362 3.413  C77 1.089
90 H -4.707 5.491 4.912  C77 1.095
91 H -0.736 5.189 3.173  C79 1.098
92 H -1.505 6.746 3.419  C79 1.099
93 H -3.092 6.326 1.590  C80 1.095
94 H -1.456 6.055 1.029  C80 1.096
95 H -3.041 4.269 0.295  C81 1.098
96 H -1.653 3.675 1.190  C81 1.099
97 H -5.651 3.589 2.870  C85 1.097
98 H -5.392 3.702 1.130  C85 1.098
99 H -5.093 5.095 2.120  C85 1.088
100 H -2.623 1.538 1.795  C86 1.096
101 H -4.041 1.921 0.841  C86 1.097
102 H -4.240 1.429 2.527  C86 1.096
103 H -2.676 4.605 6.314  C87 1.097
104 H -1.791 6.077 5.896  C87 1.097
105 H -1.059 4.517 5.582  C87 1.095